Entry from the Open Molecules 2025 dataset: a molecular structure, C12H43N17O13SV in a non-equilibrium geometry (ωB97M-V with the def2-TZVPD basis set).

Output
- E_tot (eV) = -101615.15416
- multiplicity = 3
- LUMO (spin up / spin down) (eV) = -2.5 / -2.5
- total charge = +1
- Kohn-Sham gap (spin up / spin down) (eV) = 8.28 / 8.28

The geometry in XYZ format:
```
87
Properties=species:S:1:pos:R:3:forces:R:3:lowdin_spin:R:1
V 1.847650 -0.339499 0.050807 -2.990 0.227 -0.385 1.917
S -0.737270 0.556701 -0.241783 0.190 1.875 1.418 0.004
O -1.463380 1.518981 0.537687 -1.628 -0.417 0.368 -0.002
O -1.319050 0.091181 -1.444213 -2.765 -1.198 -1.745 -0.001
O 0.523760 1.076791 -0.599543 6.681 5.273 -3.371 -0.012
O -0.068580 -0.496859 0.505697 -1.934 -5.378 3.819 -0.008
C 6.117690 -0.883849 0.083157 0.454 0.666 -0.598 0.000
C 4.852170 -0.112429 0.331097 -0.316 -0.059 0.083 0.002
C 4.621630 1.149511 -0.532373 0.038 -1.292 1.347 0.001
O 3.278380 1.635811 -0.328373 1.826 0.002 -1.256 0.024
C 3.027830 2.793621 -1.160193 -1.048 0.495 0.976 0.002
N 3.772040 -1.089419 0.121507 0.946 -0.470 0.420 0.005
H 6.279380 -1.556759 0.925257 0.231 -0.053 -0.159 0.000
H 6.954440 -0.194399 -0.029143 0.266 -0.302 0.020 0.000
H 5.965420 -1.452549 -0.834173 0.568 -0.128 -0.139 0.000
H 4.935080 0.114621 1.393957 -0.843 0.577 0.017 0.000
H 4.817410 0.902511 -1.575823 -0.050 0.232 -0.191 0.000
H 5.405980 1.769011 -0.097503 -0.221 0.999 -0.570 0.000
H 3.838060 3.514941 -1.053723 0.024 -0.061 0.046 0.001
H 2.096760 3.202261 -0.767493 0.188 0.196 0.295 0.000
H 2.764910 2.688501 -2.212773 0.575 -1.055 -0.186 0.000
H 3.954340 -1.826279 0.787767 -0.759 0.025 0.991 0.000
H 4.057220 -1.635189 -0.679063 -0.544 0.329 -1.085 0.002
C 1.222140 -2.620519 2.472377 -1.254 2.092 -2.101 0.003
O 1.778390 -1.753439 1.791867 2.268 -0.388 0.514 0.012
N -0.074290 -2.462239 2.667207 -2.846 0.054 1.136 0.001
N 1.691910 -3.743009 2.952017 1.229 -1.717 0.866 0.001
H -0.654180 -3.167199 3.099477 0.155 0.139 -0.067 0.000
H -0.584300 -1.687279 2.267927 0.361 -0.019 -0.461 0.000
H 2.667480 -4.000719 2.907967 -0.383 0.035 0.136 0.000
H 1.005240 -4.257449 3.484877 0.853 -0.422 0.071 0.000
C -3.470660 -0.606069 -3.897993 -2.351 1.211 -4.398 0.000
O -4.251670 -0.866379 -4.805393 -0.154 0.152 -0.716 0.000
N -2.686200 0.415171 -3.800773 2.519 4.187 -2.006 0.000
N -3.388840 -1.270059 -2.844463 -0.529 -5.996 5.946 0.000
H -2.150060 0.528941 -2.952423 -0.190 0.707 -0.462 0.000
H -2.859960 1.134661 -4.487973 0.484 0.223 0.356 0.000
H -3.945510 -2.111419 -2.892803 0.353 -0.162 0.601 0.000
H -2.598020 -1.156029 -2.226643 -0.536 -0.329 0.207 0.000
C 1.426830 1.465241 2.785977 -1.007 -1.225 -0.179 0.005
O 1.854990 0.925201 1.797917 2.648 -0.784 -2.856 0.017
N 1.607540 2.663041 3.198957 2.377 5.128 -0.461 0.002
N 0.630960 0.866431 3.583497 -3.126 -3.571 2.968 0.002
H 2.232480 3.213661 2.627677 -0.371 0.417 0.254 0.000
H 0.950100 3.102521 3.827217 0.217 0.092 -0.033 0.000
H 0.506410 -0.134079 3.523687 -0.198 0.351 -0.045 0.000
H 0.233920 1.399581 4.343887 -0.329 -0.470 0.236 0.000
C -3.995640 -1.449669 0.689787 -1.722 0.585 0.375 0.000
O -3.009210 -2.076829 0.517577 4.061 -2.392 -0.611 0.000
N -4.100890 -0.169459 0.395567 -0.584 2.587 -0.267 0.000
N -5.088180 -2.004929 1.208347 -2.257 -1.454 0.869 0.000
H -4.994160 0.178511 0.077627 0.367 0.285 0.196 0.000
H -3.249440 0.362461 0.285157 -0.306 0.141 -0.219 0.000
H -5.864950 -1.513089 1.626477 0.315 0.072 -0.340 0.000
H -5.133530 -3.013839 1.220387 0.087 0.272 0.107 0.000
C -2.328420 2.190681 4.737687 3.168 0.384 -0.406 0.000
O -1.259260 2.701401 5.006037 2.153 1.142 0.100 0.000
N -2.567830 1.565581 3.617577 -0.043 -1.054 -3.210 0.000
N -3.276510 2.093571 5.570087 -4.327 -0.364 3.682 0.000
H -1.926710 1.827491 2.882407 -0.451 -0.434 -0.568 0.000
H -3.529710 1.315211 3.438117 0.436 0.068 -0.776 0.000
H -3.107880 2.325801 6.538457 -0.344 -0.146 -0.219 0.000
H -3.998970 1.462001 5.255007 -0.336 0.313 1.177 0.000
C 2.047610 -0.316329 -3.217323 1.489 -1.997 -3.388 0.002
O 2.323710 -0.291359 -2.054643 0.572 0.445 3.490 0.006
N 2.963310 -0.914439 -4.070383 -0.816 1.100 0.747 0.001
N 0.927020 0.060871 -3.802353 -1.944 0.696 -0.283 0.002
H 3.686820 -1.404879 -3.564323 0.197 0.127 -0.997 0.000
H 2.755240 -0.856949 -5.057043 0.824 -0.682 0.192 0.000
H 0.798920 -0.053139 -4.797693 0.112 -0.123 0.221 0.000
H 0.084400 -0.099519 -3.269083 -0.192 0.619 0.235 0.000
C 0.629600 -2.971139 -1.387843 -1.884 -0.607 0.176 0.001
O 1.398180 -2.325089 -0.797913 6.727 4.445 3.514 0.004
N -0.560180 -2.640469 -1.527573 -8.177 3.314 -0.583 0.001
N 0.825440 -4.130979 -1.819063 3.162 -6.326 -2.143 0.000
H -1.284670 -3.321919 -1.703183 0.131 0.304 -0.120 0.000
H -0.890260 -1.836469 -1.013053 -0.079 -0.095 -0.079 0.000
H 1.728120 -4.487309 -1.539233 -0.372 -0.889 -0.499 0.000
H 0.019430 -4.670189 -2.101383 0.912 -0.454 -0.033 0.000
C -3.505640 3.720611 -2.125053 -1.649 1.548 -1.512 0.000
O -4.013890 4.420511 -2.968363 -0.462 0.699 -1.257 0.000
N -2.521270 4.090521 -1.368933 3.518 0.940 1.992 0.000
N -4.000130 2.563891 -1.744343 -2.432 -4.675 1.103 0.000
H -2.300980 3.475461 -0.598703 0.523 0.465 -0.009 0.000
H -1.956520 4.886871 -1.627743 -0.152 -0.274 0.224 0.000
H -3.465540 1.742321 -1.500753 0.526 0.569 0.096 0.000
H -4.923960 2.258451 -2.015173 0.171 0.659 -0.597 0.000
```
Forces are in eV/Å.